{"formula": "C19H13INO5RuS2", "method": "ωB97M-V/def2-TZVPD", "symbols": ["Ru", "O", "N", "C", "C", "C", "C", "C", "S", "H", "H", "H", "H", "O", "C", "O", "C", "C", "C", "C", "S", "C", "C", "H", "H", "H", "H", "H", "I", "C", "C", "C", "C", "C", "C", "C", "O", "O", "H", "H", "H", "H"], "xyz": [[0.47, -1.61, 0.08], [2.42, -1.44, -0.27], [3.25, -1.75, 0.72], [4.55, -1.44, 0.56], [5.45, -1.78, 1.53], [5.02, -2.45, 2.68], [3.68, -2.75, 2.82], [2.80, -2.38, 1.81], [1.09, -2.70, 1.88], [4.79, -0.93, -0.36], [6.49, -1.52, 1.39], [5.72, -2.73, 3.45], [3.29, -3.26, 3.69], [-5.67, 0.04, 0.52], [-4.96, 0.18, -0.62], [-5.25, 1.01, -1.42], [-3.80, -0.75, -0.82], [-3.42, -1.02, -2.14], [-2.32, -1.80, -2.43], [-1.59, -2.35, -1.38], [0.05, -2.96, -1.60], [-1.98, -2.12, -0.05], [-3.08, -1.29, 0.23], [-5.45, -0.78, 0.98], [-3.99, -0.56, -2.94], [-2.00, -1.95, -3.45], [-1.53, -2.71, 0.74], [-3.34, -1.09, 1.26], [-0.43, 7.08, -0.90], [-0.23, 5.03, -0.68], [0.00, 4.49, 0.58], [0.14, 3.12, 0.72], [0.05, 2.30, -0.39], [-0.18, 2.84, -1.66], [-0.32, 4.21, -1.80], [0.18, 0.85, -0.24], [0.40, 0.30, 0.89], [0.09, 0.04, -1.21], [0.07, 5.14, 1.44], [0.31, 2.69, 1.70], [-0.26, 2.18, -2.51], [-0.50, 4.63, -2.78]], "homo_lumo_gap_ev": [5.34, 5.40], "e_tot_ev": -63988.0299, "homo_energy_ev": [-11.13, -11.13], "lumo_energy_ev": [-5.79, -5.73], "charge": 1, "e_above_lowest_kcal_mol": 0.0}

{"formula": "C19H14BN3O7Zr", "method": "ωB97M-V/def2-TZVPD", "symbols": ["Zr", "O", "C", "O", "C", "C", "C", "C", "C", "C", "N", "C", "C", "C", "C", "C", "C", "N", "H", "H", "H", "H", "H", "H", "H", "H", "H", "H", "O", "B", "O", "C", "C", "C", "C", "C", "C", "H", "H", "H", "H", "O", "N", "O", "O"], "xyz": [[-0.18, -0.83, 0.05], [4.63, 0.37, -5.42], [3.48, -0.22, -5.65], [3.28, -0.93, -6.59], [2.36, -0.03, -4.64], [1.06, -0.14, -5.13], [-0.02, -0.18, -4.27], [0.20, -0.13, -2.89], [1.52, 0.04, -2.39], [2.58, 0.09, -3.27], [-0.79, -0.27, -1.92], [-2.07, -0.17, -2.12], [-2.94, -0.31, -0.97], [-4.31, -0.05, -1.04], [-5.06, -0.08, 0.13], [-4.43, -0.41, 1.32], [-3.07, -0.68, 1.32], [-2.33, -0.62, 0.21], [4.67, 0.96, -4.65], [0.91, -0.23, -6.20], [-1.01, -0.31, -4.68], [1.67, 0.17, -1.30], [3.58, 0.20, -2.88], [-2.51, 0.08, -3.08], [-4.76, 0.18, -1.99], [-6.12, 0.14, 0.10], [-4.99, -0.45, 2.25], [-2.55, -0.96, 2.25], [-0.01, 1.75, 2.27], [0.19, 1.05, 1.17], [0.80, -0.35, 1.71], [0.84, -0.19, 3.09], [1.32, -1.05, 4.05], [1.29, -0.59, 5.36], [0.80, 0.67, 5.69], [0.32, 1.54, 4.72], [0.37, 1.09, 3.42], [1.70, -2.03, 3.79], [1.66, -1.22, 6.16], [0.78, 0.98, 6.72], [-0.04, 2.53, 4.95], [1.26, -3.51, 1.42], [0.63, -2.89, 0.65], [-0.61, -2.68, 0.78], [1.13, -2.30, -0.35]], "homo_lumo_gap_ev": 6.45, "e_tot_ev": -40672.2601, "homo_energy_ev": -15.08, "lumo_energy_ev": -8.64, "charge": 2, "e_above_lowest_kcal_mol": 45.2}

{"formula": "C19H14Br2ClNO6", "method": "ωB97M-V/def2-TZVPD", "symbols": ["C", "O", "C", "O", "C", "C", "C", "O", "O", "C", "O", "C", "C", "C", "C", "Br", "C", "C", "C", "O", "N", "C", "C", "C", "C", "Br", "C", "C", "Cl", "H", "H", "H", "H", "H", "H", "H", "H", "H", "H", "H", "H", "H", "H"], "xyz": [[-1.36, -0.45, 3.85], [-0.78, 0.44, 2.90], [-1.62, 1.21, 2.21], [-2.82, 1.19, 2.33], [-0.88, 2.16, 1.28], [0.25, 1.48, 0.50], [0.73, 2.34, -0.71], [1.38, 1.88, -1.61], [0.45, 3.63, -0.55], [0.92, 4.50, -1.57], [1.37, 1.45, 1.37], [2.43, 0.72, 0.94], [3.70, 1.02, 1.43], [4.79, 0.29, 0.99], [4.61, -0.74, 0.08], [6.12, -1.72, -0.52], [3.35, -1.07, -0.39], [2.26, -0.34, 0.05], [0.89, -0.75, -0.34], [0.63, -1.81, -0.86], [-0.09, 0.15, 0.03], [-1.44, -0.24, -0.13], [-1.89, -1.38, 0.52], [-3.20, -1.80, 0.41], [-4.08, -1.06, -0.38], [-5.88, -1.60, -0.52], [-3.65, 0.06, -1.07], [-2.33, 0.45, -0.96], [-1.79, 1.80, -1.89], [-2.28, -0.89, 3.44], [-0.62, -1.21, 4.05], [-1.60, 0.09, 4.76], [-0.42, 2.94, 1.88], [-1.61, 2.62, 0.61], [0.42, 4.28, -2.51], [0.68, 5.51, -1.24], [2.00, 4.38, -1.70], [3.81, 1.82, 2.13], [5.78, 0.52, 1.36], [3.20, -1.88, -1.08], [-1.19, -1.94, 1.12], [-3.54, -2.68, 0.92], [-4.33, 0.61, -1.70]], "homo_lumo_gap_ev": 9.00, "e_tot_ev": -186313.5546, "homo_energy_ev": -8.81, "lumo_energy_ev": 0.19, "smiles": "COC(=O)C[C@@]1(C(=O)OC)Oc2ccc(Br)cc2C(=O)N1c1ccc(Br)cc1Cl"}

{"formula": "C19H14BrIrN6O7", "method": "ωB97M-V/def2-TZVPD", "symbols": ["Ir", "N", "C", "C", "O", "N", "C", "C", "O", "O", "H", "H", "H", "H", "H", "H", "O", "C", "O", "C", "C", "C", "C", "C", "N", "H", "H", "H", "H", "Br", "C", "C", "C", "C", "C", "C", "C", "O", "O", "H", "H", "H", "H", "N", "C", "N", "C", "N"], "xyz": [[1.11, 0.41, -0.05], [2.09, 0.64, -1.87], [1.13, 0.99, -2.94], [0.13, 1.94, -2.35], [-0.38, 2.85, -2.98], [-0.09, 1.66, -1.05], [-0.51, 2.71, -0.15], [0.79, 3.20, 0.46], [0.91, 4.29, 0.98], [1.75, 2.28, 0.37], [2.75, 1.39, -1.67], [2.59, -0.22, -2.07], [0.60, 0.08, -3.25], [1.61, 1.41, -3.81], [-1.12, 2.32, 0.66], [-0.99, 3.55, -0.65], [4.52, -0.74, 2.06], [3.45, -0.29, 1.72], [3.02, -0.21, 0.49], [2.52, 0.29, 2.77], [2.82, 0.25, 4.12], [1.96, 0.90, 4.99], [0.86, 1.57, 4.49], [0.62, 1.53, 3.13], [1.44, 0.89, 2.29], [3.70, -0.29, 4.44], [2.15, 0.88, 6.06], [0.19, 2.12, 5.13], [-0.24, 2.01, 2.69], [-5.58, -2.90, -2.70], [-3.72, -2.59, -2.47], [-3.29, -1.33, -2.11], [-1.93, -1.11, -1.93], [-1.02, -2.14, -2.12], [-1.48, -3.39, -2.51], [-2.83, -3.63, -2.67], [0.47, -1.95, -1.93], [1.23, -2.37, -2.79], [0.91, -1.42, -0.82], [-4.00, -0.52, -1.96], [-1.59, -0.13, -1.63], [-0.76, -4.19, -2.68], [-3.20, -4.60, -2.96], [-0.60, -0.05, 0.93], [-1.46, -0.84, 1.11], [-2.33, -1.71, 1.30], [-3.55, -1.73, 1.76], [-4.64, -1.84, 2.16]], "s_squared": 0.754, "homo_lumo_gap_ev": [8.41, 7.08], "e_tot_ev": -116087.0455, "homo_energy_ev": [-5.95, -6.03], "lumo_energy_ev": [2.47, 1.05], "charge": -1, "e_above_lowest_kcal_mol": 54.0, "spin_multiplicity": 2}

{"formula": "C19H14Cl2I2N2OPdS", "method": "ωB97M-V/def2-TZVPD", "symbols": ["Pd", "I", "C", "C", "C", "I", "C", "O", "C", "C", "N", "C", "C", "C", "C", "C", "C", "N", "C", "H", "H", "H", "H", "H", "H", "H", "H", "H", "H", "H", "Cl", "C", "C", "C", "C", "C", "Cl", "C", "S", "H", "H", "H"], "xyz": [[-0.48, 0.08, -0.87], [2.65, 1.48, 6.07], [2.38, 1.24, 4.01], [2.65, 2.31, 3.15], [2.47, 2.13, 1.80], [2.84, 3.73, 0.51], [2.00, 0.90, 1.19], [1.83, 0.76, -0.05], [1.71, -0.14, 2.14], [1.20, -1.47, 1.65], [-0.20, -1.48, 1.21], [-1.16, -0.85, 2.11], [-1.33, 0.61, 1.82], [-1.01, 1.60, 2.74], [-1.20, 2.94, 2.43], [-1.74, 3.23, 1.16], [-2.03, 2.21, 0.30], [-1.82, 0.88, 0.56], [1.92, 0.03, 3.50], [2.99, 3.26, 3.54], [1.36, -2.19, 2.47], [1.80, -1.79, 0.79], [-0.47, -2.42, 0.99], [-0.89, -0.99, 3.17], [-2.11, -1.35, 1.93], [-0.58, 1.30, 3.69], [-0.91, 3.72, 3.12], [-1.90, 4.26, 0.85], [-2.45, 2.42, -0.68], [1.70, -0.79, 4.17], [0.80, -1.54, -2.39], [-0.10, -1.89, -3.85], [0.41, -2.90, -4.65], [-0.22, -3.24, -5.84], [-1.37, -2.55, -6.19], [-1.86, -1.54, -5.38], [-3.32, -0.75, -5.94], [-1.27, -1.13, -4.15], [-1.90, 0.12, -3.15], [1.31, -3.41, -4.33], [0.17, -4.03, -6.47], [-1.90, -2.78, -7.11]], "homo_lumo_gap_ev": 3.05, "e_tot_ev": -80519.4817, "homo_energy_ev": 0.63, "lumo_energy_ev": 3.68, "charge": -2, "e_above_lowest_kcal_mol": 2.8}

{"formula": "C19H14F10N3O2Ta", "method": "ωB97M-V/def2-TZVPD", "symbols": ["Ta", "C", "N", "C", "C", "N", "C", "C", "F", "C", "F", "C", "F", "C", "F", "C", "F", "C", "C", "N", "C", "C", "F", "C", "F", "C", "F", "C", "F", "C", "F", "H", "H", "H", "H", "H", "H", "H", "H", "H", "H", "H", "C", "C", "O", "O", "H", "H", "H"], "xyz": [[-1.23, 3.06, 15.84], [-2.64, 0.76, 17.38], [-2.93, 1.77, 16.29], [-4.04, 2.74, 16.70], [-3.90, 4.16, 16.11], [-2.49, 4.51, 15.92], [-2.06, 5.84, 15.81], [-2.89, 6.89, 15.36], [-4.15, 6.58, 14.97], [-2.49, 8.19, 15.39], [-3.36, 9.16, 15.02], [-1.17, 8.54, 15.79], [-0.81, 9.81, 15.86], [-0.30, 7.52, 16.20], [0.94, 7.82, 16.65], [-0.77, 6.21, 16.17], [0.09, 5.18, 16.56], [-3.27, 0.99, 15.02], [-2.04, 0.78, 14.15], [-1.37, 2.11, 14.13], [-0.77, 2.69, 12.97], [-1.38, 2.62, 11.70], [-2.70, 2.24, 11.70], [-0.80, 3.13, 10.58], [-1.42, 3.07, 9.37], [0.36, 3.96, 10.71], [0.84, 4.54, 9.63], [0.89, 4.21, 12.00], [1.89, 5.09, 12.17], [0.32, 3.54, 13.06], [0.72, 3.96, 14.35], [-3.61, 0.27, 17.58], [-2.36, 1.32, 18.30], [-1.91, 0.04, 17.04], [-4.11, 2.79, 17.79], [-5.01, 2.33, 16.33], [-4.31, 4.85, 16.86], [-4.49, 4.27, 15.20], [-4.03, 1.54, 14.46], [-3.73, 0.01, 15.23], [-2.29, 0.47, 13.12], [-1.31, 0.06, 14.54], [1.01, 1.58, 18.77], [0.20, 2.26, 17.70], [-0.81, 2.99, 17.97], [0.48, 1.99, 16.47], [0.51, 1.61, 19.74], [1.96, 2.16, 18.82], [1.27, 0.60, 18.34]], "homo_lumo_gap_ev": [6.35, 6.35], "e_tot_ev": -57204.3880, "homo_energy_ev": [-15.16, -15.16], "lumo_energy_ev": [-8.82, -8.82], "charge": 2}